Entry 1:
{"formula": "C19H31N3O3S", "method": "ωB97M-V/def2-TZVPD", "smiles": "CCCS(=O)(=O)N1CCC(C(=O)NCCN(C)Cc2ccccc2)CC1", "orbital_gap_ev": 9.2, "total_energy_ev": -41654.6508, "e_homo_ev": -8.520, "elements": ["C", "H", "C", "C", "H", "H", "S", "O", "O", "N", "C", "C", "H", "H", "C", "C", "O", "N", "H", "C", "H", "H", "C", "N", "C", "H", "H", "H", "C", "C", "C", "C", "C", "C", "C", "H", "H", "H", "H", "H", "H", "H", "H", "H", "C", "C", "H", "H", "H", "H", "H", "H", "H", "H", "H", "H", "H"], "coordinates": [[4.487, -2.927, -4.933], [3.910, -2.396, -5.687], [3.825, -2.803, -3.565], [2.425, -3.381, -3.553], [1.745, -2.846, -4.209], [2.413, -4.440, -3.797], [1.751, -3.238, -1.875], [2.698, -3.796, -0.952], [0.420, -3.783, -1.876], [1.743, -1.570, -1.684], [0.514, -0.918, -2.085], [-0.575, -1.003, -1.015], [-0.887, -2.044, -0.921], [-1.428, -0.404, -1.336], [-0.068, -0.510, 0.344], [0.169, 1.000, 0.354], [0.216, 1.697, -0.641], [0.339, 1.502, 1.596], [0.223, 0.898, 2.393], [0.653, 2.887, 1.864], [0.775, 3.373, 0.895], [1.607, 2.933, 2.400], [-0.433, 3.600, 2.702], [-1.473, 4.302, 1.981], [-1.000, 5.485, 1.295], [-1.862, 6.072, 0.979], [-0.392, 5.265, 0.405], [-0.407, 6.086, 1.983], [-2.269, 3.463, 1.096], [-2.961, 2.348, 1.829], [-3.094, 1.098, 1.239], [-3.736, 0.068, 1.906], [-4.253, 0.279, 3.173], [-4.136, 1.527, 3.763], [-3.498, 2.556, 3.093], [-3.407, 3.533, 3.545], [-4.547, 1.699, 4.747], [-4.750, -0.524, 3.696], [-3.832, -0.899, 1.435], [-2.697, 0.935, 0.248], [-1.675, 3.054, 0.264], [-3.037, 4.112, 0.657], [0.052, 4.335, 3.348], [-0.916, 2.857, 3.344], [1.233, -1.248, 0.698], [2.258, -1.083, -0.423], [3.156, -1.659, -0.202], [2.521, -0.029, -0.554], [1.650, -0.878, 1.637], [1.021, -2.314, 0.806], [-0.823, -0.730, 1.108], [0.168, -1.405, -2.998], [0.744, 0.129, -2.296], [3.768, -1.754, -3.271], [4.415, -3.329, -2.813], [5.488, -2.506, -4.908], [4.561, -3.971, -5.229]], "forces_ev_per_a": [[-0.14, 0.02, 0.23], [-0.02, 0.05, -0.14], [0.25, 0.01, -0.20], [-0.08, 0.25, 0.92], [-0.13, 0.04, -0.11], [-0.11, -0.12, 0.05], [0.03, -0.01, -0.74], [0.28, 0.18, 0.08], [-0.08, 0.20, -0.16], [0.13, -1.06, -0.15], [-0.60, 0.15, -0.34], [0.07, 0.20, 0.03], [-0.06, 0.07, 0.03], [-0.04, -0.01, -0.02], [-0.09, -0.08, -0.17], [-0.17, -0.48, 0.49], [0.00, 0.20, -0.47], [0.07, 0.12, 0.29], [-0.04, -0.09, -0.13], [-0.09, 0.29, 0.13], [0.08, -0.01, 0.10], [-0.05, 0.06, -0.08], [0.25, -0.08, -0.02], [-0.16, -0.03, -0.04], [-0.06, -0.02, 0.03], [0.02, 0.06, -0.06], [0.03, 0.02, -0.03], [0.03, 0.07, -0.01], [-0.02, 0.15, -0.04], [-0.04, -0.04, -0.02], [0.00, 0.09, 0.04], [-0.04, -0.10, -0.02], [-0.04, -0.11, 0.04], [-0.04, 0.01, 0.06], [-0.02, -0.01, -0.05], [0.04, 0.10, 0.06], [-0.03, 0.01, 0.08], [-0.04, -0.06, 0.04], [-0.01, -0.09, -0.04], [0.09, -0.01, -0.14], [-0.06, 0.03, 0.00], [0.09, -0.03, -0.05], [-0.01, -0.06, 0.03], [0.12, 0.05, 0.08], [0.09, 0.11, -0.10], [0.34, -0.14, 0.63], [0.02, 0.24, 0.12], [0.04, -0.06, -0.06], [0.00, -0.07, 0.02], [0.00, 0.01, 0.12], [0.07, 0.06, -0.04], [-0.10, 0.17, -0.07], [-0.01, -0.17, -0.06], [0.06, -0.03, 0.02], [0.05, 0.06, 0.00], [0.09, 0.02, -0.06], [0.04, -0.11, -0.10]], "nbo_charge": [-0.599, 0.201, -0.418, -0.637, 0.230, 0.241, 2.309, -0.956, -0.955, -0.692, -0.236, -0.412, 0.235, 0.218, -0.330, 0.701, -0.657, -0.621, 0.395, -0.263, 0.235, 0.196, -0.226, -0.441, -0.407, 0.202, 0.169, 0.198, -0.275, 0.065, -0.247, -0.204, -0.225, -0.205, -0.246, 0.227, 0.212, 0.213, 0.212, 0.209, 0.195, 0.210, 0.200, 0.203, -0.399, -0.236, 0.239, 0.205, 0.209, 0.222, 0.231, 0.211, 0.235, 0.217, 0.222, 0.215, 0.203]}

Entry 2:
{"formula": "C20H24B2MgNO25", "method": "ωB97M-V/def2-TZVPD", "spin_multiplicity": 2, "s_squared": 0.753, "orbital_gap_ev": [3.3, 7.3], "total_charge": -2, "total_energy_ev": -80617.2157, "e_homo_ev": [0.473, -3.510], "elements": ["Mg", "O", "C", "O", "B", "O", "C", "O", "O", "C", "O", "C", "O", "O", "O", "C", "O", "B", "O", "C", "O", "O", "C", "O", "C", "O", "O", "N", "O", "O", "O", "O", "C", "O", "C", "C", "C", "H", "H", "H", "H", "H", "H", "H", "H", "O", "C", "O", "C", "C", "C", "H", "H", "H", "H", "H", "H", "H", "H", "O", "C", "O", "C", "C", "C", "H", "H", "H", "H", "H", "H", "H", "H"], "coordinates": [[0.624, -0.196, 1.028], [-6.622, 3.009, -1.868], [-5.373, 2.962, -1.894], [-4.575, 2.869, -0.893], [-3.176, 2.765, -1.301], [-3.287, 2.621, -2.800], [-4.510, 2.945, -3.193], [-4.903, 3.309, -4.333], [-2.434, 1.628, -0.713], [-1.323, 2.053, -0.091], [-0.459, 1.325, 0.423], [-1.444, 3.612, -0.068], [-2.505, 3.950, -0.772], [-0.685, 4.370, 0.529], [-4.226, -2.555, -5.156], [-3.357, -1.879, -4.626], [-2.429, -2.203, -3.718], [-1.456, -1.121, -3.498], [-2.043, -0.015, -4.262], [-3.213, -0.427, -4.857], [-3.993, 0.280, -5.590], [-1.226, -0.791, -2.114], [0.092, -1.025, -1.830], [0.675, -0.873, -0.740], [0.772, -1.415, -3.132], [-0.111, -1.452, -4.023], [1.985, -1.658, -3.197], [0.719, 0.074, 4.060], [0.662, 0.426, 2.860], [0.873, 0.767, 5.009], [0.581, -1.109, 4.181], [1.975, -1.708, 1.312], [3.065, -2.336, 1.180], [3.916, -2.806, 2.099], [3.694, -2.629, 3.496], [4.073, -1.221, 3.822], [3.577, -2.547, -0.256], [4.374, -3.238, 4.093], [2.676, -2.860, 3.811], [5.145, -1.046, 3.728], [3.852, -1.079, 4.880], [3.425, -0.500, 3.325], [3.021, -3.262, -0.862], [4.657, -2.687, -0.301], [3.487, -1.617, -0.818], [-0.973, -1.306, 1.409], [-1.830, -2.184, 1.554], [-3.111, -2.186, 1.064], [-3.498, -1.157, 0.168], [-4.533, -1.615, -0.892], [-1.419, -3.396, 2.331], [-2.620, -0.660, -0.244], [-4.028, -0.439, 0.793], [-4.756, -0.765, -1.537], [-5.383, -2.067, -0.382], [-4.080, -2.291, -1.617], [-2.103, -4.225, 2.148], [-1.426, -3.288, 3.416], [-0.421, -3.746, 2.068], [2.177, 1.055, 0.454], [2.899, 1.758, -0.234], [3.270, 3.013, -0.013], [2.860, 3.756, 1.199], [3.783, 3.537, 2.386], [3.420, 1.288, -1.596], [1.807, 3.527, 1.368], [2.721, 4.786, 0.872], [3.816, 2.462, 2.565], [3.378, 4.095, 3.231], [4.818, 3.854, 2.263], [2.891, 0.434, -2.020], [4.424, 0.898, -1.429], [3.346, 2.153, -2.255]], "forces_ev_per_a": [[0.33, -0.42, -0.39], [3.48, 0.06, 0.21], [-4.21, -0.21, -1.85], [0.20, -0.37, 1.73], [-0.53, -0.62, -0.94], [0.39, 0.61, 0.33], [-1.31, 1.76, -3.08], [1.61, -1.60, 4.17], [1.37, 0.32, 0.59], [-0.30, -1.83, 0.36], [-2.78, 3.07, -1.37], [1.71, 1.11, 0.88], [1.00, 0.27, 0.05], [-1.34, -1.37, -1.09], [1.50, 0.24, 1.07], [-0.82, -1.27, 0.52], [-1.17, -1.58, -0.76], [0.86, 0.52, 0.14], [-2.67, 0.18, -1.43], [-0.50, 5.02, -2.87], [3.43, -2.88, 3.35], [-0.65, -0.03, 0.78], [1.36, -0.98, -3.99], [-0.07, 0.08, 0.69], [1.28, 1.01, 6.52], [-2.84, -0.59, -4.18], [0.54, -0.19, -0.87], [-0.59, -2.18, -1.97], [0.50, 3.51, -0.54], [0.61, 3.24, 1.66], [-0.29, -4.30, 1.51], [4.07, -2.68, 1.70], [-2.47, 1.87, -2.06], [-0.66, -0.68, -0.61], [-0.10, 0.88, 0.57], [-0.63, 0.64, 1.27], [0.66, 0.79, 0.36], [0.05, -0.67, -0.72], [-0.14, 0.12, -0.40], [-0.11, 0.12, -0.49], [-0.01, 0.10, 0.23], [0.35, 0.07, -0.34], [-0.04, -0.09, 0.37], [-0.03, -0.79, 0.34], [-0.77, 0.16, 0.20], [-2.92, -1.25, -0.13], [0.91, 1.07, -0.33], [2.40, -1.24, 1.04], [-0.94, 1.47, -0.56], [1.69, -0.24, 0.27], [-0.90, -1.39, 0.15], [-0.17, -0.33, -0.22], [0.10, 0.33, 0.06], [-0.49, 0.27, 0.47], [-0.18, 0.18, -0.35], [0.02, -0.47, 0.29], [-0.11, -0.01, -0.19], [0.03, 0.69, -0.06], [0.00, 0.48, -0.22], [1.35, 1.48, 0.46], [-1.00, -1.40, -1.10], [0.20, 0.56, 0.95], [-0.79, -0.16, -0.86], [-0.29, -0.24, -0.49], [-0.24, 0.09, 0.73], [0.12, -0.76, 0.56], [0.88, 0.13, -0.15], [-0.18, 0.05, 0.47], [-0.07, -0.32, 0.15], [-0.07, 0.23, -0.45], [-0.57, 0.07, 0.29], [0.37, 0.52, -0.25], [0.55, -0.23, -0.16]], "lowdin_spin": [0.002, 0.000, 0.000, 0.000, 0.000, 0.000, 0.000, 0.000, 0.002, 0.006, 0.002, 0.002, 0.000, 0.002, 0.000, 0.000, 0.003, 0.013, 0.002, 0.000, 0.000, 0.101, 0.312, 0.185, 0.154, 0.065, 0.135, 0.000, 0.000, 0.000, 0.000, 0.001, 0.001, 0.001, 0.000, 0.000, 0.000, 0.000, 0.000, 0.000, 0.000, 0.000, 0.000, 0.000, 0.000, 0.000, 0.001, 0.001, 0.000, 0.000, 0.000, 0.000, 0.000, 0.000, 0.000, 0.000, 0.000, 0.000, 0.000, 0.002, 0.002, 0.001, 0.000, 0.000, 0.001, 0.000, 0.000, 0.000, 0.000, 0.000, 0.000, 0.000, 0.000]}

Entry 3:
{"formula": "C4H9N", "method": "ωB97M-V/def2-TZVPD", "smiles": "C=C(C)CN", "orbital_gap_ev": 10.2, "total_energy_ev": -5782.6695, "e_homo_ev": -9.139, "elements": ["C", "C", "C", "C", "H", "H", "H", "H", "H", "H", "H", "H", "H", "N"], "coordinates": [[1.755, -0.460, -0.021], [0.399, 0.151, -0.127], [0.268, 1.458, -0.076], [-0.790, -0.757, -0.098], [1.850, -1.324, -0.668], [2.547, 0.272, -0.332], [1.852, -0.916, 0.976], [-0.717, 1.981, -0.142], [1.048, 2.154, -0.082], [-0.751, -1.649, -0.895], [-0.787, -1.201, 1.003], [-2.808, -0.467, -0.099], [-1.895, 0.663, 0.693], [-1.971, 0.095, -0.132]], "forces_ev_per_a": [[0.46, -0.18, -0.30], [0.62, -0.36, -0.03], [-2.40, 1.13, -0.52], [-0.13, -1.52, 1.44], [-0.02, -0.17, -0.47], [-0.60, -0.76, 0.83], [0.48, 0.57, -0.05], [0.90, -0.75, 0.04], [1.53, 0.54, 0.15], [-0.24, 2.16, 1.70], [0.47, -0.07, -2.16], [-0.19, 0.03, 0.21], [-0.52, 0.19, 0.24], [-0.36, -0.81, -1.06]], "nbo_charge": [-0.639, -0.006, -0.419, -0.244, 0.209, 0.223, 0.218, 0.203, 0.192, 0.211, 0.171, 0.359, 0.355, -0.834]}

Computed energy above the lowest of the compared OMol25 structures with the same formula, charge and spin (kcal/mol) in order:
10.6, 0.0, 26.3